{
  "formula": "C21H33AuCl2N4O3",
  "method": "ωB97M-V with the def2-TZVPD basis set",
  "homo_ev": [-6.115, -7.501],
  "multiplicity": 3,
  "s_squared": 2.010,
  "total_charge": 0,
  "gap_ev": [6.60, 5.53],
  "species": ["O", "C", "C", "C", "H", "C", "H", "C", "H", "C", "H", "C", "H", "H", "C", "C", "H", "H", "H", "C", "C", "H", "H", "H", "H", "Au", "Cl", "Cl", "C", "O", "N", "C", "C", "H", "H", "H", "H", "H", "H", "H", "H", "H", "C", "C", "N", "H", "C", "O", "H", "H", "H", "H", "C", "C", "N", "C", "C", "N", "H", "H", "H", "H", "H", "H"],
  "xyz": [[2.4696, -2.9735, -1.9679], [3.6401, -3.3267, -2.0096], [4.1745, -4.6161, -1.4618], [3.2779, -5.5365, -0.8915], [2.2062, -5.3146, -0.9045], [3.7628, -6.7129, -0.3101], [3.0518, -7.4139, 0.1349], [5.1449, -6.9801, -0.2965], [5.5194, -7.8928, 0.1807], [6.0402, -6.0730, -0.8955], [7.1151, -6.2830, -0.8970], [5.5534, -4.9002, -1.4857], [6.2220, -4.1815, -1.9690], [4.4202, -2.6903, -2.4901], [2.0950, 0.5447, 2.2320], [0.9142, 1.2738, 1.6619], [2.5813, 1.1281, 3.0185], [2.8235, 0.3634, 1.4339], [1.7767, -0.4144, 2.6427], [0.6912, 2.5832, 1.8236], [1.3170, 3.4587, 2.8860], [-0.0034, 3.0910, 1.1635], [2.1557, 2.9830, 3.4026], [0.5953, 3.7592, 3.6557], [1.6855, 4.3929, 2.4531], [-0.3244, -0.0291, 0.5987], [-1.1746, -1.2696, 2.5355], [1.3611, -0.6017, -0.9454], [-2.4635, 1.6187, 2.5826], [-2.1683, 1.6325, 1.3674], [-3.3587, 2.4461, 3.1481], [-4.2035, 3.3111, 2.3492], [-3.5643, 2.4891, 4.5880], [-1.9832, 0.9037, 3.2696], [-3.9611, 3.2213, 1.2873], [-4.0659, 4.3473, 2.6790], [-5.2565, 3.0517, 2.5201], [-2.8575, 1.7992, 5.0631], [-4.5956, 2.2077, 4.8484], [-3.4009, 3.5087, 4.9669], [-1.0542, 4.8119, -3.3477], [-0.6459, 3.1637, -5.1353], [-0.2144, 4.4057, -2.7728], [0.1852, 2.7447, -4.5490], [-0.0193, 3.0223, -3.1393], [-0.4036, 4.5124, -1.7013], [0.0238, 2.0380, -2.2102], [-0.5172, 2.1079, -1.0966], [0.2352, 1.6566, -4.6842], [0.6075, 1.1562, -2.5435], [0.6834, 4.9753, -3.0489], [1.1187, 3.2100, -4.8997], [-3.9617, -0.8224, 0.5617], [-3.0874, -1.1236, -0.5788], [-1.7723, -0.9676, -0.7626], [-1.5012, -1.3381, -2.0785], [-2.6706, -1.6876, -2.6997], [-3.6469, -1.5698, -1.7284], [-4.1736, 0.2556, 0.5550], [-4.8976, -1.3774, 0.4124], [-3.4901, -1.1081, 1.5032], [-0.5016, -1.3162, -2.4619], [-2.8649, -1.9614, -3.7249], [-4.6441, -1.6928, -1.8375]]
}


{
  "formula": "CH3I3Si",
  "method": "ωB97M-V with the def2-TZVPD basis set",
  "homo_ev": [-8.127, -9.529],
  "multiplicity": 3,
  "s_squared": 2.006,
  "total_charge": 0,
  "gap_ev": [8.30, 6.04],
  "species": ["C", "Si", "I", "I", "I", "H", "H", "H"],
  "xyz": [[-0.0737, 0.4370, 0.1440], [0.4317, 0.7260, 1.9285], [-1.7198, 1.0672, 3.1723], [-3.6214, 0.0221, -2.9901], [1.8147, 2.8524, 2.2716], [-0.9907, -0.0905, 0.1726], [-0.1732, 1.4377, -0.2237], [0.6274, -0.1221, -0.6340]]
}


{
  "formula": "C2H3N2S2",
  "method": "ωB97M-V with the def2-TZVPD basis set",
  "homo_ev": -13.353,
  "total_charge": 1,
  "gap_ev": 7.80,
  "species": ["C", "C", "N", "N", "S", "S", "H", "H", "H"],
  "xyz": [[1.4509, -0.3520, -0.4723], [-2.7810, 0.2721, 0.3051], [-1.8817, 0.1673, 1.1182], [2.5987, 0.1003, -0.8536], [-3.9139, 0.4498, -0.6851], [0.1088, -0.8562, 0.0479], [-1.7290, -0.2716, 2.0397], [2.8087, 1.0416, -0.6070], [3.3384, -0.5514, -0.8927]]
}


Q: Number 2 is which compound?
A: CH3I3Si